49
Properties=species:S:1:pos:R:3 method="wB97M-V/def2-TZVPD" e_lumo_ev=-3.082 energy_ev=-33001.1594 fmax_ev_per_a=2.6 e_homo_ev=-11.434 orbital_gap_ev=8.353 charge=+1
C 0.07276 -0.23287 4.69023
Si -0.93179 -0.31923 3.09020
C -0.85676 1.32791 2.14933
C -2.77543 -0.66230 3.43730
C -0.34521 -1.73749 1.94100
N 0.14198 -2.93366 2.18626
C 0.32375 -3.47842 0.96229
N 0.77451 -4.70495 0.60769
N -0.05382 -2.61911 0.02572
C -0.11001 -2.69401 -1.44007
C -1.57108 -2.41559 -1.88010
C -2.53963 -3.44222 -1.27247
F -3.81700 -2.94440 -1.18768
N -0.46991 -1.49437 0.63079
H 0.86188 -0.99558 4.61796
H -0.53892 -0.50966 5.55334
H 0.49640 0.77210 4.76888
H 0.03871 1.29337 1.50132
H -0.72291 2.16621 2.83822
H -1.71768 1.47444 1.48558
H -2.96846 -0.81315 4.50412
H -3.41802 0.11586 3.01351
H -3.06592 -1.60568 2.94543
H 1.56572 -4.76822 -0.01251
H 0.31017 -5.55353 0.88929
H 0.07921 -3.74054 -1.70272
H 0.60522 -2.03523 -1.93758
H -1.66521 -2.48068 -2.96978
H -1.90564 -1.40528 -1.60783
H -2.26376 -3.77007 -0.25984
H -2.50976 -4.34092 -1.90527
H -0.82472 -0.63792 0.22479
C 2.22297 4.34858 -3.21461
C 2.86325 3.46191 -2.15102
C 2.14562 2.11699 -1.95069
O 0.92401 2.19439 -1.22672
C -0.19157 2.62776 -1.98914
N 2.96073 4.21917 -0.89893
H 1.32575 4.85152 -2.85402
H 2.91943 5.12861 -3.52089
H 1.95843 3.77164 -4.10387
H 3.87903 3.23448 -2.48718
H 2.79726 1.47464 -1.35116
H 1.99020 1.60090 -2.90765
H -0.14605 2.26997 -3.02128
H -0.27204 3.71514 -1.97108
H -1.09313 2.22719 -1.52117
H 3.48957 3.67439 -0.22226
H 2.02785 4.26796 -0.49574